Model A:
An isolated molecule of C5H10OS, computed with wB97M-V/def2-TZVPD.

Structure (ORCA input):
```
! RIJCOSX wB97M-V def2-TZVPD def2/J DEFGRID3
* xyz 0 1
O -1.24 2.90 -1.77
C -0.11 2.57 -1.58
C 0.33 1.19 -1.19
C -0.19 0.88 0.23
C -0.81 -0.49 0.43
S 0.20 -1.90 -0.22
C 0.67 -2.80 1.30
H 0.69 3.34 -1.65
H 1.42 1.13 -1.21
H -0.02 0.47 -1.93
H 0.60 1.08 0.96
H -0.95 1.61 0.53
H -1.10 -0.60 1.47
H -1.70 -0.59 -0.19
H 1.71 -3.08 1.20
H 0.53 -2.11 2.13
H -0.03 -3.62 1.46
*
```

Properties
SMILES ... CSCCCC=O
Orbital gap ... 9.582 eV

Mulliken atomic charge list, values in e, 5 entries: -0.464, -0.146, -0.310, -0.468, -0.900



Model B:
An isolated molecule of C5H10OS, computed with wB97M-V/def2-TZVPD.

Structure (ORCA input):
```
! RIJCOSX wB97M-V def2-TZVPD def2/J DEFGRID3
* xyz 0 1
O -2.11 1.13 -3.01
C -1.42 1.55 -2.13
C -0.37 0.63 -1.53
C -0.62 0.00 -0.11
C 0.12 0.53 1.12
S 1.92 -0.03 1.02
C 1.65 -1.69 1.70
H -1.73 2.38 -1.52
H -0.54 -0.23 -2.25
H 0.63 0.98 -1.64
H -0.37 -1.09 -0.27
H -1.73 0.16 0.04
H -0.34 0.09 2.06
H 0.02 1.69 1.11
H 2.25 -1.58 2.63
H 2.00 -2.49 0.98
H 0.64 -2.05 1.79
*
```

Properties
SMILES ... CSCCCC=O
Orbital gap ... 9.626 eV

Mulliken atomic charge list, values in e, 5 entries: -0.453, -0.038, -0.651, -0.452, -0.627



Question: which arrangement is favored energetically? Ranking from most to least stable: model A, model B.



Model A:
A structure of composition CH15NO6, computed with wB97M-V/def2-TZVPD.

Structure (ORCA input):
```
! RIJCOSX wB97M-V def2-TZVPD def2/J DEFGRID3
* xyz 0 1
C -0.45 0.18 2.08
N 0.93 0.17 2.47
H -0.55 0.83 1.14
H -1.08 0.67 2.80
H -0.85 -0.79 1.79
H 1.48 2.42 0.07
H 1.42 0.92 1.90
O 1.67 1.50 0.04
H -1.74 -1.65 0.33
H -3.32 -0.67 0.38
O -2.49 -0.48 -0.08
H -1.22 -3.14 -0.14
H 0.60 -1.11 -0.40
O -1.06 -2.42 0.51
H -1.34 1.09 -2.57
H -1.90 0.73 -1.14
O -1.77 1.47 -1.80
H 1.88 1.06 -1.09
H 2.41 1.62 -2.44
O 1.78 1.00 -2.23
H 1.33 -0.72 2.20
H 1.97 -0.82 -1.03
O 1.50 -1.40 -0.38
*
```

Properties
Orbital gap ... 3.438 eV

Mulliken atomic charge list, values in e, 5 entries: -0.275, -0.319, 0.173, 0.342, 0.136



Model B:
A cluster of 6 separate species, CH15NO6 in total, computed with wB97M-V/def2-TZVPD.

Structure (ORCA input):
```
! RIJCOSX wB97M-V def2-TZVPD def2/J DEFGRID3
* xyz 0 1
N 1.39 -1.45 -1.33
C 2.00 -1.00 -0.08
O 1.37 0.13 0.25
H 0.47 -1.88 -1.00
H 1.24 -0.69 -2.08
H 1.96 -1.74 0.69
H 3.10 -0.54 -0.39
H 0.88 0.01 1.16
H 1.54 1.88 3.86
H 1.23 0.46 3.83
O 2.04 1.02 3.83
H -2.99 -4.14 0.21
H -3.15 -2.55 0.26
O -3.26 -3.35 0.87
H 0.51 0.54 -3.89
H -0.17 1.30 -4.81
O -0.22 1.11 -3.93
H -0.98 1.55 1.02
H -1.53 1.53 2.50
O -0.97 1.92 1.95
H -1.11 1.62 -1.54
H -1.75 2.60 -0.70
O -1.57 1.65 -0.69
*
```

Properties
SMILES ... NCO.O.O.O.O.O
Orbital gap ... 9.573 eV

Mulliken atomic charge list, values in e, 5 entries: -0.590, -0.294, -0.428, 0.235, 0.233



Model C:
A cluster of 6 separate species, CH15NO6 in total, computed with wB97M-V/def2-TZVPD.

Structure (ORCA input):
```
! RIJCOSX wB97M-V def2-TZVPD def2/J DEFGRID3
* xyz 0 1
N 1.88 1.70 -1.43
C 2.65 1.20 -0.25
O 1.82 0.47 0.47
H 1.64 0.89 -2.05
H 1.02 2.15 -1.16
H 3.50 0.64 -0.61
H 2.92 2.14 0.41
H 1.28 -0.29 0.11
H 0.92 -1.21 2.01
H 0.59 -0.94 3.44
O 1.05 -1.57 2.87
H -3.10 1.59 -1.78
H -3.28 0.06 -1.95
O -2.66 0.75 -1.95
H -1.69 0.60 -0.50
H -0.40 0.68 0.21
O -1.37 0.96 0.29
H -0.77 -1.28 -1.80
H -0.86 -1.44 -0.22
O -0.35 -1.45 -0.93
H -1.12 -1.60 2.19
H -2.04 -2.47 1.30
O -1.64 -1.58 1.35
*
```

Properties
SMILES ... NCO.O.O.O.O.O
Orbital gap ... 9.338 eV

Mulliken atomic charge list, values in e, 5 entries: -0.685, -0.236, -0.521, 0.253, 0.299



Question: which arrangement is favored energetically? Ranking from most to least stable: model C, model B, model A.